{
  "formula": "C5H8N2",
  "method": "wB97M-V/def2-TZVPD",
  "symbols": ["C", "C", "C", "C", "N", "C", "N", "H", "H", "H", "H", "H", "H", "H", "H"],
  "xyz": [[-0.87214, 1.16863, -0.11687], [-0.16677, -0.16748, -0.16597], [1.31307, -0.10504, -0.52968], [2.07462, 0.69000, 0.44046], [2.64398, 1.33877, 1.21002], [-0.65915, -1.26598, 0.69500], [-0.85592, -1.30897, -0.75644], [-0.85557, 1.64888, -1.10132], [-1.91788, 1.04042, 0.18064], [-0.39776, 1.84472, 0.60321], [1.43965, 0.34382, -1.52327], [1.72705, -1.11662, -0.57540], [-1.51516, -1.05671, 1.33524], [0.02554, -2.01451, 1.08628], [-1.81316, -1.06032, -0.99594]],
  "atomic_forces_ev_per_a": [[-0.038, 0.026, -0.003], [-0.001, 0.178, 0.081], [-0.058, -0.079, -0.036], [0.477, 0.554, 0.628], [-0.526, -0.628, -0.711], [0.050, -0.066, 0.294], [-0.140, 0.017, -0.203], [0.021, -0.025, 0.093], [0.131, -0.006, -0.034], [-0.043, -0.121, -0.122], [-0.044, -0.055, 0.164], [-0.065, 0.126, 0.025], [0.150, -0.020, -0.138], [-0.056, 0.124, -0.063], [0.144, -0.025, 0.024]],
  "nbo_charge": [-0.62, 0.09, -0.51, 0.29, -0.33, -0.25, -0.59, 0.21, 0.21, 0.23, 0.25, 0.26, 0.20, 0.20, 0.35],
  "homo_lumo_gap_ev": 10.90,
  "smiles": "C[C@@]1(CC#N)CN1",
  "spin_multiplicity": 1,
  "homo_energy_ev": -10.0,
  "de_lowest_ev": 1.218,
  "total_energy_ev": -8293.7784,
  "e_lumo_ev": 0.866
}